Formula: C2H7N2O
Source: the OMol25 dataset
Level of theory: ωB97M-V/def2-TZVPD

Calculated values
Multiplicity ... 2
<S²> ... 0.7547
E_HOMO (alpha / beta) ... -22.348 / -22.004 eV
HOMO-LUMO gap (alpha / beta) ... 13.52 / 8.23 eV
Max |F| ... 2.0 eV/A
Relative energy (zero: lowest compared OMol25 entry of this formula, charge and spin) ... 16.39 kJ/mol
Net charge ... +2

Atoms and positions in Å:
1 C 1.962 0.223 1.828
2 N 1.965 -0.684 0.939
3 H 2.766 0.282 2.556
4 H 1.086 0.852 1.947
5 H 1.226 -0.825 0.254
6 H 2.790 -1.241 0.744
7 C -1.404 0.427 -1.568
8 N -2.596 -0.043 -1.329
9 O -0.335 -0.070 -1.127
10 H -1.373 1.417 -2.075
11 H -3.430 0.539 -1.428
12 H -2.656 -0.875 -0.742

Formula: C22H43CrN2OP2
Source: the OMol25 dataset
Level of theory: ωB97M-V/def2-TZVPD

Calculated values
Multiplicity ... 5
<S²> ... 6.0378
E_HOMO (alpha / beta) ... -8.747 / -11.757 eV
HOMO-LUMO gap (alpha / beta) ... 6.53 / 8.64 eV
Max |F| ... 6.2 eV/A
Net charge ... +1

Atoms and positions in Å:
1 Cr 0.307 0.031 0.081
2 P -0.139 1.894 1.499
3 P -0.323 -1.682 -1.558
4 N -1.664 0.774 -0.733
5 C -1.927 2.244 1.253
6 H -2.457 2.222 2.217
7 H -2.024 3.265 0.846
8 C -2.607 1.258 0.312
9 H -3.011 0.380 0.839
10 H -3.472 1.735 -0.180
11 C -2.444 0.034 -1.799
12 H -2.203 0.485 -2.771
13 H -3.519 0.198 -1.632
14 C -2.129 -1.446 -1.726
15 H -2.529 -1.952 -2.617
16 H -2.604 -1.896 -0.841
17 C -0.146 -3.531 -1.347
18 C -0.037 -3.908 0.141
19 H -0.996 -3.822 0.660
20 H 0.690 -3.292 0.686
21 H 0.317 -4.945 0.225
22 C 0.230 -1.219 -3.263
23 C 1.749 -1.128 -3.424
24 H 1.983 -0.279 -4.078
25 H 2.165 -2.033 -3.885
26 H 2.262 -0.951 -2.474
27 C 0.710 3.464 1.020
28 C 2.179 3.510 1.446
29 H 2.668 4.341 0.922
30 H 2.710 2.601 1.157
31 H 2.299 3.677 2.526
32 C -0.021 1.574 3.322
33 C 1.308 0.934 3.710
34 H 1.268 0.645 4.767
35 H 2.132 1.647 3.585
36 H 1.527 0.029 3.134
37 C -0.596 -0.967 1.411
38 O -1.279 -1.472 2.225
39 C -0.436 -2.082 -4.364
40 H -1.049 -2.907 -3.972
41 H -1.094 -1.463 -4.993
42 H 0.321 -2.525 -5.025
43 C -0.022 4.776 1.384
44 H 0.701 5.522 1.742
45 H -0.501 5.180 0.483
46 H -0.794 4.664 2.153
47 C -0.306 2.810 4.175
48 H -0.207 2.537 5.234
49 H 0.417 3.607 3.973
50 H -1.322 3.198 4.038
51 C 0.988 -4.188 -2.147
52 H 1.974 -3.746 -1.968
53 H 1.064 -5.236 -1.830
54 H 0.797 -4.171 -3.223
55 H -1.106 -3.917 -1.740
56 H -0.821 0.838 3.496
57 H -0.164 -0.194 -3.358
58 H 0.696 3.386 -0.083
59 H -1.254 1.596 -1.204
60 H 0.705 1.080 -1.060
61 C 4.831 -1.878 0.721
62 C 3.801 -2.438 -0.035
63 C 2.599 -1.734 -0.127
64 N 2.353 -0.550 0.474
65 C 3.378 0.000 1.195
66 C 4.608 -0.644 1.342
67 H 5.784 -2.391 0.831
68 H 3.875 -3.403 -0.544
69 H 1.766 -2.146 -0.723
70 H 3.203 0.962 1.682
71 H 5.360 -0.156 1.964

Formula: C2H3BrCl2Si
Source: the OMol25 dataset
Level of theory: ωB97M-V/def2-TZVPD

Calculated values
SMILES ... Cl[Si](Cl)=CCBr
E_HOMO (alpha / beta) ... -8.736 / -8.735 eV
HOMO-LUMO gap (alpha / beta) ... 8.37 / 8.37 eV
Max |F| ... 2.2 eV/A
Relative energy (zero: lowest compared OMol25 entry of this formula, charge and spin) ... 267.60 kJ/mol

Atoms and positions in Å:
1 Cl 3.406 -1.325 -1.419
2 Si 1.383 -1.843 -1.441
3 Cl 1.238 -3.842 -1.988
4 C -0.052 -0.863 -1.100
5 C 0.235 0.538 -0.650
6 Br -1.152 1.861 -1.093
7 H -1.116 -1.213 -0.919
8 H 0.489 0.658 0.397
9 H 1.069 0.804 -1.205